No. 1
Density functional theory data (ωB97M-V/def2-TZVPD) for C25H38P2Ti as an isolated structure in a non-equilibrium geometry.

Calculated values
net charge = 0
2S+1 = 3
highest occupied orbital energy (spin up / spin down) = -0.151 / -0.181 Ha
frontier orbital gap (spin up / spin down) = 4.31 / 4.95 eV
energy above the lowest of the compared OMol25 structures with the same formula, charge and spin = 0.000 eV

Structure (XYZ):
```
66
Properties=species:S:1:pos:R:3:forces:R:3:mulliken_spin:R:1
C 1.0163 1.0795 -3.3194 1.4 0.2 -0.8 0.034
H -3.4300 0.8851 4.1452 0.4 0.1 0.2 -0.003
C -0.7007 1.1652 2.1573 0.8 1.0 -0.6 0.475
H 3.3862 -1.0724 -3.6925 -0.6 -0.2 0.2 0.011
C 1.4929 -1.9500 -3.1436 1.6 -1.9 1.4 0.007
H -2.6859 3.1728 1.0645 -0.2 0.1 -0.2 -0.008
H -0.4576 -2.6980 -2.4690 0.4 0.0 -0.4 0.036
H 3.7114 0.9699 3.6728 -0.2 0.2 0.1 0.011
H 0.1726 4.2214 -0.0277 0.2 -0.4 0.2 0.002
H -1.7769 2.0116 5.6923 -0.1 -0.1 0.3 0.020
C -1.3277 0.1338 -3.9534 -0.2 0.4 -1.1 -0.008
H -1.6278 -1.0757 -1.1022 0.4 -0.1 -0.3 0.043
H -1.0303 1.1067 -1.3505 0.5 -1.1 0.0 -0.124
H 1.5333 1.7313 -2.5919 -0.1 0.4 -0.6 -0.013
H -0.2639 -1.3281 -5.1412 -0.2 -0.1 0.3 0.001
C -2.2513 2.6853 0.1885 -0.3 0.6 0.0 0.075
H -2.5359 -3.2261 -0.0628 0.1 0.0 0.0 0.000
H -2.3067 0.1676 -3.4324 0.3 -0.4 0.2 -0.004
C 1.8656 0.3470 -4.3066 0.8 1.5 -1.1 -0.009
H -1.6069 0.5483 -4.9372 0.0 -0.2 -0.3 0.002
C 2.6673 1.2041 3.8778 -0.2 0.1 -0.2 0.109
H -1.6935 -1.9089 -4.2741 0.1 -0.1 -0.4 0.003
H 1.5533 3.1182 0.2677 -0.4 0.0 0.1 -0.008
Ti 0.8284 -0.3558 -2.0948 0.0 0.0 2.7 0.607
H 2.4440 -1.5658 -5.0604 -0.1 0.1 0.0 -0.007
C 0.0557 -1.9311 -3.0753 -1.5 0.4 -0.6 -0.089
C -1.0061 -0.8061 -0.2436 -0.9 0.8 0.6 0.348
H 1.2538 -3.8979 -0.9001 -0.2 0.5 0.3 0.039
C 0.9207 1.8724 5.4183 -0.2 -0.2 0.0 0.083
H -1.3159 -4.2619 -0.8344 0.0 0.2 0.1 0.004
C 0.5544 3.4169 0.6251 0.7 0.7 -0.4 0.043
H -1.6664 -4.4321 0.8992 0.2 0.2 0.0 -0.002
H 0.3485 -1.2783 2.3632 -0.1 -0.1 0.1 -0.016
C -2.3832 1.0636 3.8781 -0.2 -0.6 -1.1 -0.133
C 0.3587 1.2823 3.1333 0.1 0.3 0.5 -0.215
H -1.7506 -0.6594 0.5360 -0.1 -0.3 0.4 -0.042
C -0.0723 1.6079 4.4592 0.8 -0.2 -0.7 -0.050
C -1.5678 -3.7134 0.0785 -0.2 0.0 -0.1 0.015
H 0.6615 3.8184 1.6476 -0.1 -0.3 -0.3 -0.005
P -0.2880 -2.4848 0.4376 1.0 1.7 -0.6 -0.079
H 1.3434 0.4445 -5.2660 0.3 -0.3 0.0 0.006
C 2.2503 1.6175 5.1539 0.3 0.0 -0.4 -0.041
C -0.7922 -1.2919 -4.1730 -0.9 -0.9 -0.6 0.015
H -1.0547 -2.3250 2.7241 0.1 0.2 0.0 0.001
H 2.0546 0.8369 1.8132 -0.3 0.1 0.8 0.163
H 2.9919 1.7252 5.9338 0.0 0.1 0.1 0.000
C -1.4608 1.6155 4.7405 -0.4 0.3 0.7 0.311
P -0.6377 2.0944 0.6639 -0.9 -3.6 1.8 -0.007
C 1.2959 -3.2463 -0.0104 0.7 -0.7 -0.1 0.132
H 2.7580 0.9898 -4.3620 0.1 -0.5 -0.5 0.002
C -0.3961 1.0280 -3.2271 -0.7 0.3 0.2 0.035
C 2.3364 -1.1244 -4.0539 0.6 0.0 -1.1 0.011
C -0.0934 -2.2665 2.2052 -0.1 -0.1 0.4 0.071
H 2.0981 -2.5083 -0.1585 -0.5 -0.1 0.0 0.038
H -2.8720 1.8373 -0.1297 0.2 0.3 0.2 -0.002
H 2.0199 -2.7891 -2.6497 -0.3 0.4 -0.6 0.018
H -2.1200 3.3826 -0.6464 -0.3 -0.1 0.1 0.007
H 0.5909 2.2300 6.3829 0.1 -0.1 0.2 0.003
H -2.6875 0.3133 1.8401 0.0 0.4 0.5 0.079
H 1.5854 -3.8748 0.8569 -0.2 0.1 -0.3 -0.033
C -0.4810 0.6794 -0.4917 0.1 0.7 -0.3 -0.603
H 0.6411 0.8137 -0.6282 0.4 -0.4 0.4 0.452
C -1.9860 0.7542 2.5633 -1.0 0.1 0.8 0.279
H 0.5904 -3.0308 2.6085 -0.4 0.2 -0.2 -0.002
H -0.7856 2.0305 -3.0659 -0.5 0.1 0.5 -0.002
C 1.7320 1.1014 2.8472 -0.2 -0.1 0.0 -0.086
```
Forces are in eV/Å.

No. 2
Density functional theory data (ωB97M-V/def2-TZVPD) for C25H39BBr40I2N as an isolated structure in a non-equilibrium geometry.

Calculated values
net charge = -1
highest occupied orbital energy = -0.189 Ha
frontier orbital gap = 6.17 eV
energy above the lowest of the compared OMol25 structures with the same formula, charge and spin = 0.000 eV

Structure (XYZ):
```
108
Properties=species:S:1:pos:R:3:forces:R:3:mulliken_charge:R:1
N -0.4518 -0.3068 -1.4234 -0.2 0.0 0.0 -0.350
C 1.5446 2.1823 2.1871 -0.2 0.2 0.3 -0.100
I 0.1352 0.6010 4.3292 -0.8 0.0 0.0 -0.050
C 2.5690 -1.0606 0.9825 -0.2 -1.3 -0.3 0.076
H 2.7718 -0.2378 0.3007 -0.1 0.3 0.2 -0.307
C -3.8433 0.6576 1.5822 0.1 -0.2 0.1 -1.301
H -4.0085 -1.0102 -8.6677 0.0 0.0 0.0 0.161
H -1.7677 -0.4194 2.4848 0.1 -0.4 0.1 0.585
H 8.3273 2.0824 6.1508 0.0 0.0 0.0 0.339
H -2.0836 1.5401 0.7234 0.1 0.0 -0.2 0.104
Br -2.0888 -2.2642 0.8827 0.0 -0.1 0.2 -0.274
C -0.6026 -4.4586 -3.9493 0.0 0.0 0.0 0.406
H 5.3862 12.7113 3.4368 0.0 0.0 0.0 0.338
C -7.7796 -3.5388 -4.9771 0.0 0.0 0.0 0.366
H -0.0650 -2.2118 2.8638 0.0 0.0 0.1 0.538
Br -8.4930 -1.7641 -4.7911 -0.2 -0.1 0.1 -0.051
C -3.7075 -2.0401 -8.5291 0.0 0.0 0.0 -0.134
H -6.8660 -3.5825 -4.3978 0.0 0.0 0.0 -0.304
H -2.7984 0.1832 -0.2028 0.3 0.3 -0.3 -0.107
Br 0.5243 -3.0638 -4.6598 0.0 0.0 0.0 -0.068
Br -0.2370 -4.8279 -2.1101 0.1 0.1 0.1 0.039
C 2.0361 5.6313 9.6434 0.0 -0.1 -0.1 -0.378
Br 4.7809 10.6092 2.2918 0.0 0.0 0.0 -0.038
Br -3.9938 -2.4601 -6.6735 0.1 -0.1 0.1 0.106
B 0.0766 -0.0223 1.1564 -0.3 -0.5 -0.7 0.125
Br -4.8178 -3.1168 -9.6781 0.0 0.0 0.0 -0.083
C 2.6148 6.2832 4.8889 0.2 -0.1 -0.1 -0.139
H -2.7502 1.8709 -6.4226 0.0 0.0 0.0 0.241
H 0.7669 -1.9321 0.3211 -0.3 0.2 -0.2 0.435
Br 0.9567 5.9470 3.9734 0.0 0.0 0.0 -0.058
Br -5.4125 -1.1128 -1.7574 0.1 0.0 -0.1 0.055
Br -0.5481 2.9661 -6.6435 0.0 0.0 0.0 -0.049
Br -9.2394 1.5607 0.5178 0.0 0.0 0.0 -0.037
H -0.5389 1.8810 2.1752 0.0 0.1 -0.1 0.678
Br 7.9929 -3.0020 -0.9529 0.0 0.0 0.0 -0.031
Br 6.1926 0.9501 5.6561 0.0 0.1 0.0 -0.018
H -4.7087 0.7390 0.9287 -0.1 0.2 0.0 0.343
H 3.8259 -2.8685 2.4542 -0.1 0.0 0.0 0.370
Br 4.3582 -9.8062 -2.7267 0.0 0.0 0.0 -0.014
Br 6.1873 -9.0897 -0.2248 -0.1 0.0 0.0 0.003
H -7.1608 2.3215 -5.3831 0.0 0.0 0.0 0.372
H 6.8321 -4.3924 0.7252 0.0 0.0 0.0 0.300
H -1.6177 -4.0943 -4.0019 0.0 0.0 0.0 -0.419
C 1.0610 -1.3275 1.1828 0.4 0.0 0.6 0.766
Br 3.7025 4.6872 5.0014 -0.4 0.8 -0.3 0.098
Br -4.1337 -3.7886 -2.9426 -0.1 0.1 -0.1 -0.068
Br 3.5876 7.7444 4.0883 0.0 0.0 0.0 0.008
H -9.9567 -0.7014 1.2037 0.0 0.0 0.0 0.326
C -2.5309 0.5505 0.7853 -0.6 -0.6 0.5 -0.026
Br -7.3287 -3.9202 -6.8083 -0.1 0.0 0.0 -0.039
H 2.8537 5.6861 10.3467 0.0 0.0 0.0 0.347
H 1.6771 -2.1201 3.1538 -0.1 0.2 0.1 0.335
H 0.1830 -0.4263 -2.2006 0.0 0.0 -0.1 0.212
C -7.0042 1.9735 -6.3937 0.0 0.0 0.0 -0.363
Br 5.2545 11.1961 5.3815 0.0 0.0 0.0 -0.018
H -3.8307 1.4929 2.2825 0.0 0.1 0.0 0.331
C 4.1175 -3.1061 1.4321 -0.2 0.1 0.1 -0.996
C -9.0719 -0.3511 0.6941 0.0 -0.1 0.0 -0.323
I 3.2223 1.6952 3.4924 0.5 -0.5 -0.6 0.108
Br -2.2725 1.3830 -8.7943 0.0 0.1 0.1 -0.072
Br 8.3350 -6.0945 -0.2519 0.2 0.1 0.0 -0.062
Br 2.7395 4.9762 7.9723 -0.1 0.0 0.5 0.168
Br 3.1904 -8.0122 -0.3727 0.0 0.0 0.0 0.036
Br 0.7243 4.4361 10.3877 0.0 0.0 0.0 -0.021
H 1.3558 2.7769 0.1296 0.0 -0.2 -0.1 0.251
C -1.5285 -0.4294 1.4220 0.1 0.9 0.0 -0.175
Br -1.2754 -0.0888 -6.1272 0.1 0.3 0.1 0.071
H 4.0280 -1.9395 -0.3387 -0.1 -0.2 -0.3 0.417
H 2.6055 -2.9619 -0.1144 -0.1 0.0 -0.1 0.251
C 0.3275 1.2185 2.2208 0.7 -0.2 0.2 -0.799
C 3.3063 -2.3035 0.3952 0.4 0.4 0.4 -0.757
H 2.8915 1.9000 0.4622 -0.2 -0.2 -0.1 0.288
Br -8.7405 1.7000 -7.1772 0.0 0.0 0.0 -0.046
H 2.3616 6.5890 5.8921 0.0 0.0 0.1 0.035
H 4.0480 -10.3234 -0.3321 0.0 0.0 0.0 0.334
H 1.0300 -3.3248 2.0640 0.0 -0.1 0.1 0.159
H -0.2308 1.6084 -0.4737 -0.2 0.0 -0.1 0.116
C 0.9126 -2.2864 2.3940 0.0 -0.1 -0.4 -2.025
H 2.6508 3.5445 0.9954 0.1 0.0 0.0 0.467
C 2.1473 2.5859 0.8514 0.0 0.6 0.1 -1.347
Br 8.1053 2.6367 3.7549 0.0 0.0 0.0 -0.007
Br 5.5454 -5.0088 -1.2812 0.0 0.0 -0.1 0.008
H 3.0152 -0.9073 1.9625 0.1 0.6 0.0 0.186
Br 6.8144 4.0232 6.3127 0.2 -0.2 0.0 -0.018
C 7.1324 -4.5910 -0.2938 -0.1 0.0 0.0 -0.241
Br -6.0105 3.3397 -7.3198 0.0 0.0 0.0 -0.066
C 4.3944 -9.4350 -0.8381 0.0 0.0 0.0 -0.359
Br -9.0292 -1.2143 -1.0240 -0.1 0.0 0.0 0.008
H -1.2935 0.1032 -1.8093 0.0 -0.1 0.0 0.153
H -3.9964 -0.2420 2.1823 0.0 -0.1 0.0 0.239
C 5.7105 11.6918 3.5809 0.0 0.0 0.0 -0.302
C 0.1508 0.5820 -0.3958 0.6 0.1 0.2 -1.062
C -4.7051 -2.8513 -1.3478 0.1 0.1 0.1 1.248
H 5.1766 -2.8517 1.3542 0.1 -0.1 0.0 0.104
H -3.8267 -2.6925 -0.7166 -0.2 -0.1 -0.2 -1.224
H 3.9837 -4.1807 1.3108 0.2 -0.1 -0.1 0.267
Br -0.5114 -6.0457 -5.0420 0.0 0.0 0.0 -0.056
Br -7.5684 -0.8373 1.7807 0.1 0.0 0.0 -0.001
Br 7.6133 11.6537 3.2956 0.0 0.0 0.0 -0.016
Br -1.8557 -2.1678 -9.0195 -0.1 -0.3 -0.1 -0.029
C -1.8403 1.5693 -6.9225 0.0 0.0 0.1 -0.198
Br -8.9736 -4.8605 -4.2489 0.0 0.0 0.0 -0.047
C 7.4784 2.3798 5.5541 0.0 -0.1 0.1 -0.350
H 1.2206 3.1090 2.6580 0.0 0.0 0.2 0.499
Br 1.3366 7.4171 9.4469 0.0 0.0 0.0 -0.058
Br -6.0111 0.3335 -6.2916 0.2 0.1 -0.1 0.163
Br -5.9670 -3.9106 -0.3598 0.0 0.0 0.0 -0.022
H 1.2037 0.6842 -0.6701 0.0 0.0 0.0 0.523
```
Forces are in eV/Å.

No. 3
Density functional theory data (ωB97M-V/def2-TZVPD) for a 2-piece molecular cluster, C25H39BrCl2F5N4O8P4 overall in a non-equilibrium geometry.

Calculated values
net charge = +1
highest occupied orbital energy = -0.404 Ha
frontier orbital gap = 6.99 eV

Structure (XYZ):
```
88
Properties=species:S:1:pos:R:3:forces:R:3:mulliken_charge:R:1
H -3.4531 -1.9909 -2.4266 0.7 0.7 1.8 0.164
F -1.0885 -2.7958 -2.5250 0.6 2.4 1.8 -0.225
N -0.6616 -0.0538 0.3059 2.7 -1.1 -0.1 0.521
F -0.2406 -4.5946 -0.2965 -2.1 2.5 0.0 -0.302
C 3.5146 -4.5055 6.2565 0.3 0.2 -0.1 -0.428
N -2.5243 -1.1137 -0.5685 0.1 1.2 0.4 0.146
N -0.3212 1.3910 -2.1471 0.3 -0.6 1.3 0.853
N -2.9006 1.6952 -0.6287 0.1 -0.3 0.3 -0.381
H -0.7348 4.1063 0.6067 0.3 -0.6 -1.8 0.300
H -1.6723 -3.2433 -5.1855 -0.2 0.8 0.1 0.334
H -5.5991 -1.1265 -2.3045 1.0 0.8 1.3 0.472
H -4.5956 0.3968 -2.1399 -0.3 -1.2 1.0 0.164
C -5.5847 -0.3210 -0.1609 -0.2 -0.5 -1.2 -0.773
H -1.7066 -3.3627 0.6081 0.8 -0.4 -1.1 0.367
O -1.1452 0.0210 -6.1864 1.1 -3.1 2.0 -0.667
C 2.2647 1.5953 -1.9033 0.9 0.7 -1.1 -1.525
H -2.9729 0.4669 1.4627 1.5 -0.1 -0.5 0.392
C -3.6272 -1.5594 -1.3700 -3.9 -1.2 -2.5 -1.316
H 0.9204 -1.5416 4.2615 -1.8 0.2 -0.4 0.321
C -0.8572 0.0099 -2.3034 -1.1 2.4 -3.4 -1.069
H 1.5575 3.2469 0.1728 -0.9 -0.1 -1.5 0.414
C -1.1298 -0.8368 -0.9349 -1.2 -1.8 -1.1 1.770
H -2.6747 -1.4812 0.3755 0.9 0.2 -0.5 0.760
F 2.9431 -0.9510 5.8361 -0.2 0.2 -0.1 -0.348
H -6.6786 -0.0436 -0.3469 1.6 -0.1 0.6 0.381
C 1.2113 5.9679 0.3293 0.3 0.4 2.6 0.410
H -0.5902 1.8968 -4.3216 0.1 -0.1 1.5 0.331
C -0.4055 4.0589 -0.5000 0.3 2.5 0.1 -0.007
H -5.5769 -1.3450 0.3736 -0.1 1.7 -0.5 0.231
Cl 0.5823 -2.4420 1.6907 -0.9 1.9 -1.6 -0.001
C 2.8635 -3.2764 6.2237 -0.2 0.1 0.0 -0.233
H 1.5077 3.8441 -1.5413 -1.0 -1.3 1.0 0.862
O 1.0354 5.9957 1.5638 0.4 -0.5 -4.5 -0.532
C 0.7909 1.6477 -1.2421 1.1 1.5 0.6 1.803
H -2.4167 -0.5393 -3.5022 0.4 0.2 0.2 0.430
H 2.0429 0.2256 2.4461 -0.8 -0.4 -1.1 -0.028
P 2.2110 0.3433 1.0064 3.6 2.8 1.3 0.515
C -0.5939 -0.4593 2.9025 0.4 -1.1 -1.1 0.133
H 0.3787 5.8292 -1.7891 -0.7 -0.2 1.3 0.426
O 0.4980 -2.0331 -6.5098 -2.2 0.3 2.2 -0.504
H 2.9667 -5.4028 6.5224 0.0 0.1 0.0 0.373
C 4.8704 -4.5809 5.9485 0.0 0.0 0.0 -0.474
H 2.1282 2.1057 -2.9370 0.2 -1.0 1.5 0.833
C 0.8946 3.2319 -0.7755 0.3 0.1 0.1 -1.990
H 0.1506 3.2072 -3.3404 -0.7 -1.7 0.7 0.220
F -2.2987 -4.2990 -1.1039 1.9 2.0 1.2 -0.296
C -4.8964 -0.5520 -1.5901 0.5 -0.7 0.3 -0.405
H 2.7100 -0.9174 0.5875 -0.6 0.3 -0.2 0.206
H 0.3281 1.6841 0.9308 0.4 -1.3 -1.4 0.766
H -1.6598 2.3356 1.2559 0.7 -1.3 0.0 0.243
H -0.5617 -0.9716 5.1601 0.3 0.0 -1.5 0.439
O 2.5388 6.2090 -0.1771 -3.1 0.3 -0.2 -0.454
C -0.3458 -0.8464 1.5294 -0.9 -0.7 5.6 -0.007
H 0.0093 -2.6681 -7.0786 0.4 0.5 0.3 0.332
H 1.2162 0.3878 -4.1419 -1.4 -0.2 0.2 0.133
H -2.8539 2.7116 -0.6491 0.4 -0.1 -0.3 0.305
H 3.0202 2.3202 -1.4032 -1.4 -1.4 -0.4 0.595
O -1.9474 -2.3030 -5.3021 2.5 0.3 0.2 -0.513
C -0.5723 2.3082 -3.2606 -1.2 2.4 -1.1 -0.884
H -1.2735 3.9617 -1.2276 1.2 -0.5 1.1 -0.076
H -4.1354 -2.4553 -0.8338 1.1 1.3 -0.7 0.569
Cl -1.2467 1.0874 3.4956 0.7 -1.3 -0.6 -0.084
O -2.0688 0.2722 -3.0878 0.3 -0.8 1.9 -0.685
H -0.7464 -2.4274 4.0859 1.0 1.6 -0.2 0.311
C -0.2221 -1.4024 4.1684 0.0 -0.1 -0.2 -1.316
F 0.7495 -2.5748 -1.2623 -2.6 1.3 0.3 -0.334
Br 4.7103 0.6753 -3.3515 -1.0 0.3 0.6 -0.157
C 5.5746 -3.4312 5.6024 -0.3 -0.1 0.1 -0.344
P -2.0614 1.1456 0.5600 -4.8 2.3 0.2 -0.360
P -0.6332 -1.2518 -5.4902 -1.9 2.5 -4.5 0.928
H -0.8556 6.2685 -0.3889 1.2 -0.7 -0.8 0.404
C 0.0283 5.6325 -0.7253 0.6 -0.3 1.4 -0.746
H -5.0164 0.4749 0.4197 -1.0 -1.0 -0.6 0.037
C 4.9220 -2.2037 5.5586 0.0 0.2 -0.1 -0.541
C -0.6453 -2.3230 -1.2144 2.4 -4.2 -1.7 -0.203
H -1.6055 2.8017 -3.0982 1.5 -0.9 -0.4 0.322
H 6.6315 -3.4911 5.3668 -0.1 0.0 0.0 0.375
O 3.2540 1.5025 0.9578 -2.8 -2.5 -0.9 -0.729
H 5.4525 -1.2998 5.2828 0.0 0.0 0.1 0.428
C 3.1028 0.3279 -2.1609 0.8 -3.3 -0.2 -0.151
H 2.3861 6.7551 -0.9881 0.5 -0.7 0.6 0.362
C 3.5742 -2.1393 5.8728 0.5 -0.9 0.0 0.395
O 3.0233 -0.8584 -1.8485 -0.7 4.2 -0.1 -0.387
C -1.2663 -3.5908 -0.4073 -0.2 -2.7 0.6 0.189
C 0.5592 0.8601 0.1352 1.3 1.7 1.3 -1.606
H 5.3785 -5.5391 5.9787 -0.1 0.1 0.0 0.379
H 1.8104 -3.1968 6.4685 0.1 0.0 0.0 0.432
P 0.3523 -0.6628 -3.6312 2.3 -2.5 0.6 0.007
```
Forces are in eV/Å.